No. 1
102
Properties=species:S:1:pos:R:3:forces:R:3:lowdin_charge:R:1 method="wB97M-V/def2-TZVPD" e_tot_ev=-145376.9124 homo_energy_ev="-12.3 / -13.1" charge=+2 spin_multiplicity=6
Ir 0.262884 -0.197209 0.604377 0.0 -0.1 0.3 0.7295
C -1.369023 -4.204397 2.417675 0.0 -0.1 -0.1 0.0002
C -1.170061 -2.747217 2.129839 -0.1 0.0 0.1 -0.2311
N -0.326013 -2.336277 1.240326 0.2 -0.1 -0.1 -0.0583
N 0.342480 -3.363451 0.592827 -0.2 0.2 0.1 -0.0466
C 1.360666 -3.028462 -0.106190 0.1 -0.1 0.1 -1.0185
S 1.964915 -1.380053 -0.298276 0.2 -0.1 -0.4 0.5671
S 2.308249 -4.164911 -1.003564 -0.1 0.1 0.0 0.9750
C 1.228116 -5.635253 -1.031463 0.1 -0.1 0.2 -0.3816
C 0.211001 -5.590347 -2.129945 -0.1 0.1 -0.1 -0.3008
C 0.567947 -5.906655 -3.438246 0.0 0.0 0.1 -0.0482
C -0.379396 -5.881588 -4.447503 0.0 0.0 0.0 -0.0729
C -1.691040 -5.529216 -4.162771 0.0 0.0 0.0 -0.0807
C -2.052849 -5.199925 -2.864826 0.0 0.0 -0.1 -0.0697
C -1.104871 -5.230480 -1.853600 0.1 0.0 0.0 -0.0479
C -1.962736 -1.787632 2.919598 0.0 -0.1 0.1 -0.0809
C -2.446364 -2.165787 4.157561 0.1 0.0 -0.1 -0.0004
C -3.242957 -1.319247 4.931375 0.0 0.0 0.1 0.0165
C -3.615415 -0.047922 4.467859 0.0 0.1 -0.1 -0.0239
C -3.162825 0.378155 3.256619 0.0 -0.1 0.0 0.0456
C -2.300186 -0.454614 2.447384 0.1 0.1 -0.2 -0.3286
O -1.874700 0.021757 1.361225 -0.3 -0.1 0.3 -0.1722
H -1.210379 -4.788276 1.516661 0.0 0.0 0.0 0.0666
H -2.365617 -4.393858 2.801084 -0.1 0.0 0.0 0.0923
H -0.636695 -4.547542 3.151620 0.0 0.0 0.0 0.1141
H 0.765631 -5.717580 -0.050205 0.0 0.0 0.0 0.0758
H 1.926482 -6.464452 -1.147898 0.0 0.0 0.0 0.0913
H 1.585995 -6.197001 -3.665673 0.1 0.0 0.0 0.1198
H -0.097241 -6.150970 -5.455720 0.0 0.0 0.0 0.1120
H -2.433269 -5.528539 -4.948309 0.0 0.0 0.0 0.1094
H -3.076390 -4.935172 -2.638166 0.0 0.0 0.0 0.1067
H -1.389575 -4.991629 -0.837547 0.0 0.0 0.0 0.0898
H -2.199068 -3.137553 4.557103 0.0 -0.1 0.0 0.1250
H -3.587160 -1.654026 5.899672 0.0 0.0 0.0 0.1300
H -4.253903 0.576093 5.076426 0.0 0.1 0.0 0.1278
H -3.410158 1.348855 2.850716 0.0 0.0 0.0 0.1238
C 3.219382 -0.398389 2.924457 0.0 0.0 0.0 -0.2644
As 1.552415 0.543601 2.688833 -0.2 0.2 -0.1 1.0586
C 0.620311 0.249565 4.360340 0.1 0.0 0.0 -0.2521
C 2.052603 2.433260 2.698211 0.0 0.0 -0.1 -0.3069
C 3.014303 2.760976 3.797965 0.0 0.0 0.0 -0.3246
C 4.382794 2.784552 3.538073 -0.1 0.0 0.0 -0.0580
C 5.285472 3.067742 4.550100 0.0 0.0 0.1 -0.0610
C 4.828538 3.332109 5.833994 0.0 0.0 0.0 -0.0637
C 3.465661 3.319953 6.099013 0.1 0.0 0.0 -0.0630
C 2.563892 3.035962 5.086101 0.0 0.0 0.0 -0.0642
H 3.681323 -0.045315 3.846347 0.0 0.0 0.0 0.0457
H 3.873859 -0.192105 2.079560 0.0 0.0 0.0 0.0350
H 3.026001 -1.468835 2.979088 0.0 0.0 0.0 0.0376
H 1.292204 0.500563 5.181434 0.0 0.0 0.0 0.0411
H 0.332170 -0.798539 4.431525 0.0 0.0 0.0 0.0271
H -0.266883 0.879734 4.405196 0.0 0.0 0.0 0.0347
H 1.126264 3.008688 2.766647 0.0 -0.1 0.0 0.0884
H 2.485589 2.623094 1.715397 0.0 0.0 0.0 0.0541
H 4.743730 2.590414 2.535113 0.0 0.0 0.0 0.1152
H 6.344684 3.090336 4.336265 0.0 0.0 0.0 0.1126
H 5.531293 3.558593 6.623564 0.0 0.0 0.0 0.1126
H 3.105547 3.544021 7.093095 0.0 0.0 0.0 0.1117
H 1.500726 3.052396 5.298390 0.0 0.0 0.0 0.1114
C -3.490495 2.349404 -0.122225 -0.1 0.0 0.1 -0.0713
C -3.005933 3.201012 -1.257995 0.0 0.1 -0.1 -0.3134
C -3.688622 4.359414 -1.617151 0.0 -0.1 0.0 -0.0235
C -3.253802 5.147011 -2.670218 0.0 0.1 0.0 -0.0456
C -2.121596 4.797938 -3.387955 0.0 0.0 0.0 -0.0567
C -1.420280 3.653417 -3.043725 0.0 0.0 0.0 -0.1207
C -1.871293 2.864552 -1.992776 -0.1 0.0 0.2 -0.3586
Sb -0.700895 1.156541 -1.576684 0.5 0.0 -0.1 1.5806
C 1.148784 2.226304 -1.454873 -0.1 0.1 -0.1 -0.3411
C 0.991945 3.326520 -0.600371 0.0 0.0 0.1 -0.1717
C 2.014094 4.234354 -0.399096 0.0 0.0 0.0 -0.0836
C 3.231216 4.028942 -1.031272 0.0 0.0 0.0 -0.0485
C 3.396648 2.940638 -1.869835 0.0 0.0 0.0 -0.0265
C 2.368728 2.031256 -2.115310 0.0 0.0 -0.1 -0.2849
C 2.599239 0.946428 -3.123244 0.0 -0.1 -0.1 -0.0462
C -0.903127 -0.165685 -3.216137 -0.1 -0.1 0.0 -0.3137
C 0.074580 -1.146065 -3.374736 0.1 0.0 0.1 -0.1635
C 0.028328 -2.039361 -4.427343 0.0 0.0 0.0 -0.0602
C -1.018613 -1.959577 -5.330496 0.0 0.0 0.0 -0.0469
C -2.021982 -1.026412 -5.141876 0.0 0.0 0.0 -0.0287
C -2.010196 -0.128370 -4.076094 0.0 0.0 0.0 -0.2815
C -3.201194 0.773185 -3.914302 -0.1 0.1 0.0 -0.0419
H -4.421136 2.736902 0.289125 0.0 0.0 0.0 0.0892
H -2.754409 2.308927 0.683562 0.0 0.0 0.0 0.0560
H -3.675696 1.319500 -0.442119 0.0 0.0 0.0 0.0751
H -4.575013 4.645347 -1.067214 0.0 0.0 0.0 0.1192
H -3.801604 6.041745 -2.930612 0.0 0.0 0.0 0.1171
H -1.783716 5.413017 -4.209220 0.0 0.0 0.0 0.1160
H -0.531094 3.384274 -3.602042 0.0 0.0 0.0 0.1127
H 0.040792 3.502609 -0.107031 0.0 0.0 0.0 0.0949
H 1.863012 5.092928 0.239727 0.0 0.0 0.0 0.1179
H 4.044175 4.726329 -0.889884 0.0 0.0 0.0 0.1174
H 4.338398 2.807014 -2.385660 0.0 0.0 0.0 0.1215
H 3.479593 1.169519 -3.722347 0.0 0.0 0.0 0.0917
H 1.752135 0.841230 -3.801116 0.0 0.0 0.0 0.0763
H 2.766185 -0.025181 -2.653009 0.0 0.0 0.0 0.0453
H 0.890610 -1.223367 -2.668631 0.0 0.0 0.0 0.0221
H 0.793507 -2.794754 -4.532245 0.0 0.0 0.0 0.1117
H -1.070693 -2.641561 -6.166504 0.0 0.0 0.0 0.1164
H -2.856491 -0.998337 -5.829702 0.0 0.0 0.0 0.1212
H -4.044091 0.355256 -4.461017 0.0 0.0 0.0 0.0900
H -3.019866 1.777999 -4.296900 0.0 0.0 0.0 0.0884
H -3.508484 0.869164 -2.872198 0.0 0.0 0.0 0.0641



No. 2
100
Properties=species:S:1:pos:R:3:forces:R:3:lowdin_charge:R:1 method="wB97M-V/def2-TZVPD" e_tot_ev=-95816.1725 homo_energy_ev="-0.7 / -3.4" charge=-1 spin_multiplicity=2
Yb -0.451764 -0.773213 0.035068 0.3 1.7 -0.9 1.2901
N -1.993415 2.206458 1.317681 -0.7 -0.3 -0.4 0.0872
N -2.937908 -0.763844 -0.750505 -1.5 -1.4 -2.0 -0.1096
C 0.123531 -3.059311 1.037315 0.2 0.0 0.0 -0.3099
C -0.960170 -2.652307 1.855969 0.0 0.3 -0.1 -0.2898
C -0.620916 -1.416258 2.463349 0.6 -0.2 -0.1 -0.3001
C -1.465663 -0.593232 3.394005 0.1 0.0 0.5 -0.0584
H -2.485465 -0.989183 3.494572 0.2 0.0 -0.1 0.0652
H -1.556423 0.472031 3.112506 0.1 -0.5 -0.1 0.0449
H -1.002658 -0.632520 4.393958 -0.2 0.1 -0.1 0.0812
C 0.698439 -1.063909 2.042901 -0.3 -1.0 0.2 -0.3204
C 1.347476 0.243397 2.309510 0.9 -0.1 0.9 -0.0950
H 1.952300 0.142016 3.210490 0.2 0.2 0.3 0.0934
H 0.654151 1.079516 2.486548 0.2 -0.8 -0.1 0.0378
H 2.036163 0.550555 1.511506 -0.3 -0.5 0.5 0.0330
C 1.164469 -2.093278 1.146368 -0.6 0.2 0.7 -0.3333
C 2.415027 -2.035991 0.316230 0.5 -0.3 0.5 -0.0509
H 2.746459 -1.021887 0.027106 -0.2 -0.2 0.2 0.0778
H 2.378720 -2.650905 -0.596910 -0.1 0.1 0.3 0.0616
H 3.190502 -2.460578 0.966845 0.4 0.1 -0.5 0.0822
C -2.241251 -3.409381 2.080902 -0.1 -0.3 0.2 -0.0504
H -2.154850 -4.011654 3.002246 -0.1 0.1 -0.2 0.0780
H -2.470076 -4.113401 1.266594 0.2 0.2 0.1 0.0491
H -3.131154 -2.768072 2.210090 0.4 -0.1 -0.1 0.0697
C 0.182974 -4.315804 0.211520 0.2 -0.4 0.1 -0.0447
H 0.790277 -4.219704 -0.705322 -0.2 0.1 0.3 0.0624
H -0.800486 -4.695609 -0.108686 0.2 0.3 0.2 0.0582
H 0.650765 -5.104689 0.824197 -0.1 0.0 -0.3 0.0803
C -1.755829 3.500351 1.196926 -0.2 0.2 -0.7 -0.2036
H -1.593710 4.048292 2.119101 -0.2 0.0 -0.1 0.0941
C -1.668325 4.171451 -0.017914 -0.3 0.5 0.5 -0.1248
H -1.434606 5.227803 -0.028387 -0.1 0.0 0.0 0.0891
C -1.873896 3.459263 -1.191811 0.0 -0.7 -0.3 -0.1054
H -1.805433 3.930568 -2.161864 0.1 0.2 -0.1 0.1047
C -2.137988 2.112066 -1.122986 0.0 0.2 0.5 -0.0631
H -2.291686 1.479467 -1.989785 -0.1 0.2 -0.1 0.0950
C -2.249297 1.512414 0.165008 -1.2 -0.8 -0.2 -0.3512
C -2.756013 0.180682 0.313361 0.5 -0.1 1.9 -0.2014
H -2.987225 -0.193837 1.342395 0.2 0.4 -1.2 0.0971
C -2.151892 -1.879057 -1.050314 -0.7 0.9 -0.4 -0.1054
C -4.094598 -0.833475 -1.581567 0.7 0.4 0.8 -0.0342
H -4.874858 -0.110758 -1.548092 -0.2 0.4 0.2 0.1137
C -3.996429 -1.921615 -2.335652 0.6 -1.7 -1.1 -0.0656
H -4.556719 -2.406482 -3.100793 -0.8 0.3 -0.3 0.1126
N -2.789047 -2.557405 -2.041084 1.0 1.1 1.8 -0.0451
C -2.181067 -3.796083 -2.456814 -0.5 0.3 -0.3 -0.1401
C -2.828608 -4.976999 -2.098163 0.4 0.0 -0.6 -0.2086
C -2.272831 -6.177873 -2.544897 0.1 0.2 0.1 -0.0072
H -2.784989 -7.103509 -2.296189 0.1 0.0 0.0 0.1149
C -1.092860 -6.210889 -3.289320 -0.1 0.3 0.0 -0.2656
C -0.534707 -7.516094 -3.786367 0.1 -0.3 -0.1 -0.0605
H 0.558972 -7.535015 -3.734060 -0.2 0.1 0.0 0.0778
H -0.802819 -7.702277 -4.834633 0.0 0.1 0.2 0.0812
H -0.912481 -8.362571 -3.205630 0.0 0.1 0.0 0.0735
C -0.448371 -5.005805 -3.589008 -0.3 0.2 0.3 -0.0050
H 0.474906 -5.016167 -4.168876 -0.1 0.0 0.2 0.1197
C -0.962454 -3.775048 -3.157478 -0.5 -0.5 0.0 -0.1964
C -0.238935 -2.496597 -3.450591 0.5 0.4 -0.3 -0.0382
H -0.906796 -1.663438 -3.707356 0.1 -0.3 0.2 0.0867
H 0.449132 -2.630454 -4.300220 -0.2 0.0 0.2 0.0827
H 0.393419 -2.168642 -2.603667 -0.3 -0.2 -0.2 0.0715
C -4.081894 -4.948476 -1.286480 -0.6 -0.3 0.4 -0.0382
H -4.973982 -4.734993 -1.891129 0.2 0.0 0.1 0.0842
H -4.060049 -4.215508 -0.469653 0.1 -0.1 -0.3 0.0773
H -4.247888 -5.927863 -0.824762 0.0 0.1 -0.1 0.0811
O 0.518687 1.377417 0.069865 0.6 1.2 0.2 -0.4490
P 1.291776 2.641112 0.503137 1.5 -0.3 -0.2 0.8893
C 1.249861 3.744574 -0.938090 -0.1 0.9 0.5 -0.2978
C 1.473187 3.240021 -2.239896 0.2 -0.1 -0.2 -0.1126
C 1.628826 4.097401 -3.340248 0.0 0.1 0.4 -0.1061
C 1.550841 5.484815 -3.174812 0.0 -0.2 -0.2 -0.1281
C 1.307917 6.004073 -1.900044 -0.1 -0.3 0.6 -0.1017
C 1.155791 5.145267 -0.802106 0.2 0.5 -0.5 -0.1147
C 0.969188 3.570445 2.201985 0.1 0.4 0.3 -0.2196
C 1.778095 4.716280 2.398698 0.0 0.1 0.1 -0.1135
C 1.781070 5.464565 3.591184 -0.4 -0.2 0.1 -0.0848
C 0.969142 5.093829 4.668904 0.1 -0.1 -0.4 -0.1059
C 0.173705 3.956568 4.530880 0.2 -0.1 -0.4 -0.0878
C 0.185688 3.205026 3.339250 0.0 0.2 -0.1 -0.1162
C 3.096590 2.447802 0.765360 -1.5 0.0 -0.2 -0.3233
C 4.051165 2.554749 -0.270203 1.5 0.0 -0.6 -0.1095
C 5.430607 2.546255 0.002301 -1.0 0.1 -0.4 -0.1329
C 5.907894 2.428286 1.313086 0.6 -0.1 0.2 -0.1670
C 4.984991 2.321915 2.355342 -0.9 0.1 -0.2 -0.1210
C 3.616790 2.336221 2.079709 1.0 0.1 1.4 -0.1520
H 1.558184 2.160144 -2.395131 -0.1 0.4 0.1 0.1029
H 1.825056 3.684392 -4.335359 -0.1 0.1 0.4 0.0946
H 1.686300 6.158248 -4.025194 -0.1 -0.3 0.2 0.0873
H 1.242574 7.088757 -1.753157 0.0 -0.4 0.0 0.0955
H 0.963773 5.593246 0.174442 0.0 -0.2 -0.3 0.0856
H 2.472207 5.047908 1.620796 -0.3 -0.3 0.2 0.1069
H 2.423337 6.345567 3.694338 -0.2 -0.4 -0.2 0.0985
H 0.955182 5.671396 5.600112 0.1 -0.2 -0.4 0.0960
H -0.477388 3.646941 5.357893 0.3 0.0 -0.4 0.1029
H -0.509798 2.363042 3.332045 0.3 0.2 -0.3 0.0765
H 3.736673 2.672898 -1.307789 0.1 0.0 0.3 0.0788
H 6.153764 2.641881 -0.813823 -0.4 0.0 0.1 0.0852
H 6.978801 2.423024 1.531967 -0.3 0.0 -0.2 0.0748
H 5.328632 2.236301 3.392117 -0.2 0.0 -0.4 0.0924
H 2.953697 2.284962 2.945140 0.1 -0.1 -0.4 0.0891